# C19H27Br5N3O3S2

A cluster of 3 separate species, C19H27Br5N3O3S2 in total at a distorted geometry (wB97M-V/def2-TZVPD, the Open Molecules 2025 dataset).

Results
- HOMO-LUMO gap: 5.86 eV
- Electronic energy: -14796.57899 hartree
- Highest occupied orbital energy: -4.0 eV
- Net charge: -1
- Multiplicity: 1

Geometry (Å):
Br 2.715 4.382 -0.732
Br 2.164 1.986 -3.466
Br 2.656 -3.518 -1.697
Br 1.357 -4.677 -4.954
Br -1.735 -2.964 -2.713
S -1.100 0.199 2.960
S -1.036 1.907 0.527
O 2.467 2.434 4.414
O -1.569 -3.438 1.349
O -1.110 -4.594 -0.452
N -3.521 -1.368 0.769
N -0.130 2.760 3.031
N -0.985 -1.103 -0.754
C -1.886 -2.268 -0.849
C -1.526 -3.487 0.113
C 1.928 3.916 -3.441
C 1.111 0.017 0.034
C -4.308 -1.545 -1.607
C -4.734 -0.851 1.046
C 0.361 1.287 -0.501
C 2.458 -5.607 -3.647
C 0.030 2.496 4.467
C -5.830 -0.605 0.124
C 1.135 3.267 2.457
C -5.621 -0.970 -1.264
C -0.687 1.667 2.305
C 0.228 -1.331 0.039
C -3.342 -1.701 -0.537
C 3.016 4.584 -2.646
C 1.325 1.641 4.801
C 2.406 2.466 2.979
C 2.034 -5.282 -2.234
H 1.490 0.218 1.064
H 0.877 -2.129 -0.426
H 3.017 5.660 -2.822
H 1.126 3.388 1.349
H 1.986 -0.148 -0.660
H 3.289 3.088 2.656
H 2.312 -6.667 -3.856
H -0.885 2.105 4.972
H 1.127 2.120 -0.559
H 1.360 0.713 4.166
H 0.228 3.501 4.947
H -4.923 -0.571 2.115
H 2.495 -5.973 -1.529
H 2.487 1.457 2.504
H -6.772 -0.137 0.496
H 1.970 4.222 -4.486
H 1.351 1.298 5.861
H 0.931 4.112 -3.050
H -4.158 -1.784 -2.674
H 4.006 4.186 -2.857
H 0.057 -1.565 1.111
H -0.755 -0.867 -1.721
H -6.389 -0.807 -2.049
H -0.013 1.173 -1.553
H 0.951 -5.292 -2.090
H 1.274 4.308 2.877
H 3.492 -5.340 -3.856